(1)
Computed, not measured: 4 unconnected molecules or ions with the total composition C24H21F4NO16S at a distorted geometry, with wB97M-V/def2-TZVPD.

Geometry as ORCA input:
```
! wB97M-V def2-TZVPD RIJCOSX def2/J DEFGRID3
* xyz 0 1
O -1.55 -3.06 -2.41
H -0.77 -0.75 0.23
C 0.63 -4.50 -2.68
C -5.09 -5.69 1.00
H -1.71 0.71 -0.20
C -0.72 5.39 2.04
H -6.42 -6.45 -0.04
H -1.67 -0.38 -3.56
H 2.24 -0.21 -2.00
H -6.04 -6.38 4.31
H 3.38 3.11 -0.12
O -3.32 -2.58 -1.13
C -3.48 -4.79 2.54
H 1.20 -1.22 -0.98
F 0.72 0.23 -3.90
H -0.46 3.31 -1.67
O 0.92 2.58 -0.40
O 7.57 3.03 -1.62
C 1.22 -0.37 -1.66
O -1.16 6.19 2.83
C -2.35 -2.14 -1.62
C -5.92 -6.21 2.14
C 5.36 3.00 -0.88
F 1.12 -5.67 -2.30
O 6.03 6.68 0.91
O 3.74 5.45 1.09
O -3.79 -5.07 4.88
O -0.28 -3.50 -0.36
O -1.05 4.01 -1.33
H -3.34 -4.65 0.37
O -1.51 -5.34 -1.44
N -1.95 -0.84 -1.56
F 1.58 -3.58 -2.58
O -6.95 -6.79 1.86
H 1.84 3.00 2.03
C -1.14 -0.23 -2.62
C -4.30 -5.32 3.69
H 0.29 5.53 4.05
C -3.94 -5.02 1.19
H -2.96 -4.57 4.72
H 6.13 1.66 -1.90
C 6.94 4.93 -0.37
H -2.06 5.80 0.36
C -0.66 4.26 -0.09
C 0.48 3.41 0.38
C 0.45 4.55 2.49
H 5.16 6.85 1.32
C -1.23 5.18 0.69
H 0.91 0.51 -1.11
C -5.45 -5.99 3.50
O 5.26 1.84 -1.50
C -1.70 -0.37 -0.19
C 4.36 3.57 -0.20
C 4.58 4.85 0.44
H -1.15 0.84 -2.44
H -2.51 -0.72 0.44
O -2.47 -4.17 2.83
F 0.20 -4.57 -3.93
C 0.31 -0.61 -2.84
C 5.93 5.51 0.30
C 6.72 3.64 -1.00
C 1.00 3.61 1.71
S -0.78 -4.13 -1.53
O -5.59 -5.96 -0.20
O 0.86 4.82 3.72
H 7.91 5.39 -0.47
H 0.42 -1.61 -3.22
*
```

SMILES   C[C@H](F)CN(C)C(=O)OS(=O)(=O)C(F)(F)F.O=C1C=C(O)C(=O)C=C1O.O=C1C=C(O)C(=O)C=C1O.O=C1C=C(O)C(=O)C=C1O
M   687.482 u
LUMO level   -1.80 eV
DFT total energy   -2983.37127 a.u.

(2)
Computed, not measured: a molecular structure, C24H21GaN4O4S3 at a distorted geometry, with wB97M-V/def2-TZVPD.

Geometry as ORCA input:
```
! wB97M-V def2-TZVPD RIJCOSX def2/J DEFGRID3
* xyz 0 1
C 1.18 -1.50 3.89
H 3.16 -2.58 0.49
H 3.76 -1.06 -1.15
C 3.72 6.15 1.07
H 2.50 -0.01 -1.93
N -7.54 -2.25 -1.20
C 2.53 5.82 0.40
O -7.82 -1.08 -1.65
C -3.96 -1.66 -1.03
H 2.83 -3.01 -2.23
C 2.78 -0.62 -1.05
H 1.53 -1.96 -3.00
O -1.31 -2.25 -1.32
C -4.42 -3.90 -0.16
C 0.01 -0.79 3.70
C 2.09 -2.50 0.35
C 1.41 -1.85 1.56
H -1.45 -0.18 2.20
H 3.78 7.08 1.56
H 1.10 -3.36 -2.01
C 0.07 2.27 -1.50
H -5.61 -0.54 -1.68
Ga -0.23 -0.97 -0.53
N 1.81 -1.74 -0.92
C -5.76 -3.71 -0.30
H 5.69 5.61 1.70
H 2.80 -2.64 3.06
H -4.04 -4.86 0.15
S -0.18 6.40 -1.21
H 1.64 -3.51 0.20
H -3.27 -0.84 -1.21
S -1.08 3.63 -1.64
C -5.29 -1.47 -1.22
S -0.45 0.70 -2.08
C 1.85 -2.57 -2.13
H 2.71 0.02 -0.20
C -0.49 -0.63 2.39
C 0.11 4.76 -1.13
C 0.21 -1.12 1.35
H 1.60 -1.61 4.89
H -0.59 -0.54 4.57
C 1.89 -2.06 2.83
C 2.44 4.54 -0.22
C -6.17 -2.49 -0.91
O -8.40 -3.16 -1.11
H -6.55 -4.40 0.01
O -1.52 -4.07 0.05
C 4.79 5.32 1.12
H 1.73 6.53 0.43
H 3.47 2.68 -0.59
H 5.64 3.52 0.23
C -3.51 -2.92 -0.57
C -2.01 -3.15 -0.59
C 4.75 4.13 0.39
C 3.57 3.70 -0.20
N 1.24 4.04 -0.80
N 1.24 2.67 -1.09
*
```

M   595.380 u
LUMO level   -1.25 eV
DFT total energy   -4566.43935 a.u.

(3)
Computed, not measured: a molecular structure, C24H21IrN7O3 at a distorted geometry, with wB97M-V/def2-TZVPD.

Geometry as ORCA input:
```
! wB97M-V def2-TZVPD RIJCOSX def2/J DEFGRID3
* xyz 2 2
C 0.81 4.65 -0.26
C -3.18 2.37 0.08
O -1.53 -4.56 1.21
Ir 0.22 -1.11 -0.03
H 1.19 1.57 1.10
O -1.49 -4.54 -1.40
C -1.07 -3.43 -1.28
C -0.86 -3.06 -3.72
H -2.48 -0.74 -0.98
C -3.36 1.11 -0.45
N -0.89 -2.74 -0.07
H -4.00 3.07 0.16
H -0.21 4.67 -0.61
N 1.28 3.23 -0.20
H 2.25 3.22 0.11
H -0.54 -2.60 -5.79
N 2.41 -0.75 -0.05
C 0.41 -0.71 -3.16
H 0.89 0.22 -2.90
H -1.38 -4.10 3.70
N 3.62 -1.68 3.00
H 0.63 -0.46 -5.27
H 1.54 1.56 -1.47
C -1.11 -3.45 1.12
C 3.66 1.04 0.70
H 0.58 0.30 2.85
C -1.91 2.74 0.51
H -1.37 -4.00 -3.87
O 2.06 -2.02 -0.03
N -0.19 -1.45 2.05
C 3.23 -0.33 0.84
C -0.65 -2.62 -2.43
H 1.98 3.12 -2.19
C -2.29 0.23 -0.54
C -0.81 1.88 0.38
C 0.17 -0.68 3.08
N -0.04 -1.47 -2.16
H 0.31 -0.44 5.20
H -1.76 3.72 0.96
H -4.34 0.79 -0.80
N 3.90 2.16 0.61
C -0.55 -2.33 4.64
C -0.93 -3.13 3.57
C 0.25 -1.09 -4.48
H -0.69 -2.68 5.65
C 0.01 -1.09 4.39
C -0.40 -2.28 -4.77
H 0.42 3.03 1.71
C -0.73 -2.64 2.30
H 0.88 5.10 0.73
C 1.27 2.61 -1.56
H 1.45 5.20 -0.94
H 0.27 2.70 -1.98
C 0.53 2.40 0.84
C 3.54 -1.09 2.02
C -1.01 0.58 -0.10
*
```

M   647.695 u
LUMO level (alpha / beta)   -8.35 / -8.71 eV
DFT total energy   -1639.83829 a.u.